Entry 1:
# CH6P4

A molecular structure, CH6P4 at a distorted geometry (wB97M-V/def2-TZVPD, the OMol25 dataset).

```
11
Properties=species:S:1:pos:R:3:nbo_charge:R:1
C 0.518 -1.355 -0.162 -0.926
P 2.076 -0.382 -0.424 0.325
P 0.811 1.512 -0.288 -0.035
P -0.519 0.091 0.718 0.221
P -2.264 0.074 -0.610 -0.008
H 0.244 -1.797 -1.010 0.213
H 0.585 -2.127 0.570 0.235
H 2.111 -0.128 0.940 -0.040
H 1.584 1.982 0.974 0.005
H -1.976 1.575 -1.063 0.017
H -3.171 0.554 0.355 -0.007
```

## Properties
orbital gap: 8.91 eV
multiplicity: 1
total energy: -38287.1578 eV
relative energy (zero: lowest compared OMol25 entry of this formula, charge and spin): 29.57 kcal per mole
LUMO energy: 0.354 eV
total charge: 0


Entry 2:
# CH6S4

2 unconnected molecules or ions with the total composition CH6S4 at a distorted geometry (wB97M-V/def2-TZVPD, the OMol25 dataset).

```
11
Properties=species:S:1:pos:R:3:nbo_charge:R:1
S -1.128 -1.512 2.448 -0.140
S 0.134 -0.348 3.593 -0.133
H -1.971 -0.529 2.048 0.136
H 1.305 -0.868 3.136 0.139
C 0.078 -0.878 -1.799 -0.780
S 0.543 0.221 -3.100 0.116
S 0.561 2.102 -2.189 -0.144
H 0.802 -1.092 -1.005 0.220
H -0.294 -1.834 -2.159 0.242
H -0.697 -0.412 -1.184 0.216
H -0.363 1.865 -1.234 0.126
```

## Properties
orbital gap: 8.50 eV
SMILES: CSS.SS
multiplicity: 1
total energy: -44474.5688 eV
relative energy (zero: lowest compared OMol25 entry of this formula, charge and spin): 14.97 kcal per mole
LUMO energy: 0.177 eV
total charge: 0


Entry 3:
# CH6S4

2 unconnected molecules or ions with the total composition CH6S4 at a distorted geometry (wB97M-V/def2-TZVPD, the OMol25 dataset).

```
11
Properties=species:S:1:pos:R:3:nbo_charge:R:1
S 2.879 0.939 -0.477 -0.131
S 1.167 2.170 -0.328 -0.128
H 2.221 -0.127 -0.960 0.121
H 1.178 2.258 -1.699 0.139
C -0.796 -1.448 -1.157 -0.771
S -1.522 -2.126 0.373 0.091
S -2.114 -0.287 1.263 -0.122
H -1.109 -0.397 -1.121 0.246
H -1.314 -1.731 -2.143 0.222
H 0.249 -1.618 -1.308 0.213
H -3.252 -0.275 0.600 0.120
```

## Properties
orbital gap: 9.35 eV
SMILES: CSS.SS
multiplicity: 1
total energy: -44474.6113 eV
relative energy (zero: lowest compared OMol25 entry of this formula, charge and spin): 13.99 kcal per mole
LUMO energy: 0.105 eV
total charge: 0


Entry 4:
# CH6SSi

2 unconnected molecules or ions with the total composition CH6SSi at a distorted geometry (wB97M-V/def2-TZVPD, the OMol25 dataset).

```
9
Properties=species:S:1:pos:R:3:nbo_charge:R:1
C 0.541 -0.599 -0.956 -1.115
Si 0.241 0.257 0.755 1.024
S -0.744 -1.200 1.933 -0.484
H 1.140 -1.558 -0.992 0.262
H -0.548 -0.856 -1.092 0.246
H 0.974 -0.142 -1.845 0.259
H -1.418 1.679 0.904 -0.201
H 1.312 0.584 1.692 -0.171
H -0.772 -0.260 3.049 0.180
```

## Properties
orbital gap: 9.03 eV
multiplicity: 1
total energy: -19845.0174 eV
relative energy (zero: lowest compared OMol25 entry of this formula, charge and spin): 53.79 kcal per mole
LUMO energy: 0.122 eV
total charge: 0